1.
ORCA calculation (wB97M-V/def2-TZVPD) on a single C25H28N2O5S molecule.

## Properties
energy = -1853.32391 Ha
SMILES = COc1ccccc1S(=O)(=O)Cc1ccc(C(=O)N2CCN(c3ccc(C)cc3)[C@H](C)C2)o1
Kohn-Sham gap = 8.34 eV
energy relative to the best compared isomer or geometry (same formula, charge and spin) = 71.03 kJ/mol
LUMO = 0.55 eV

Last column: Mulliken charge in e.
Element x y z (Å)
H 3.758 2.557 1.519  0.47
H -1.963 -1.982 -1.023  -0.24
N 3.305 -0.129 -0.396  0.08
C -0.419 -4.326 0.726  -1.77
C 0.590 -3.252 0.449  0.94
O -4.606 -1.939 -0.417  -0.73
H -2.142 1.507 -2.973  0.56
O -0.671 0.086 -0.446  1.33
C 4.023 0.555 0.654  -0.91
O -4.771 -0.268 -2.204  -0.75
H 1.015 -2.829 2.502  0.41
C -3.373 2.710 1.751  -0.64
N 2.086 1.990 0.398  0.13
H 2.701 1.325 2.246  0.37
H -2.202 1.378 2.933  0.40
H 4.366 -0.170 1.392  0.54
H -1.485 -2.148 2.486  0.13
C 3.160 1.664 1.317  -0.91
H 2.106 0.342 -2.021  0.36
H -2.458 -1.478 -2.679  0.80
H -4.578 3.853 0.393  0.41
C -3.836 0.581 0.088  0.28
S -4.059 -0.778 -1.060  1.40
C -2.827 1.478 2.062  -0.58
H -0.284 -4.739 1.723  0.39
H -0.847 -0.482 2.493  0.22
H 3.453 2.803 -0.901  0.45
C 1.819 -1.891 -1.120  -0.17
C 1.223 -2.567 1.475  -0.93
C -2.337 -1.174 -1.643  -0.69
C -1.527 0.038 -1.482  0.02
C -4.380 1.809 -0.218  -0.50
C 4.130 0.850 -2.509  -1.65
H -3.178 3.547 2.405  0.41
O -2.578 -0.859 1.416  -0.30
H 4.373 -0.137 -2.892  0.38
C 0.851 1.507 0.695  -0.18
C -4.156 2.887 0.621  -0.70
H -1.432 -3.923 0.660  0.27
H 5.021 1.265 -2.044  0.34
H -4.966 1.892 -1.119  0.55
C -0.108 1.313 -0.425  0.09
H 2.071 -1.682 -2.149  0.53
C 0.918 -2.901 -0.854  -0.85
H 4.910 1.004 0.198  0.33
C -1.751 -1.095 2.540  -0.73
C -0.622 2.072 -1.442  -0.55
C 2.583 2.143 -0.952  -1.24
H 0.468 -3.435 -1.680  0.37
C 2.980 0.751 -1.509  0.34
C -3.058 0.382 1.229  0.57
C 2.111 -1.538 1.221  -0.21
H -0.404 3.098 -1.660  0.71
H -0.335 -5.131 -0.001  0.45
C -1.543 1.246 -2.126  -1.02
H 1.834 2.609 -1.587  0.26
H -2.289 -0.903 3.473  0.47
C 2.411 -1.158 -0.087  0.51
H 3.844 1.490 -3.340  0.43
O 0.527 1.208 1.832  -0.69
H 2.548 -1.027 2.063  0.26

2.
ORCA calculation (wB97M-V/def2-TZVPD) on a molecular structure, C33H32N9O8PbSSi.

## Properties
energy = -3251.73124 Ha
Kohn-Sham gap = 7.02 eV
charge = +1
energy relative to the best compared isomer or geometry (same formula, charge and spin) = 112.95 kJ/mol
LUMO = -3.21 eV

Last column: Mulliken charge in e.
Element x y z (Å)
C -3.466 4.277 2.527  0.27
H -2.908 3.162 4.159  0.25
C -3.720 6.660 2.531  -0.64
C -1.907 4.137 -3.265  -0.36
Si 3.332 -2.497 1.168  -0.05
O 0.171 2.476 -4.699  -0.59
H -2.957 1.567 -4.589  0.31
C -4.029 6.634 1.180  -0.72
C -0.342 3.835 -1.517  0.16
H -2.701 -3.981 0.292  0.43
H -0.063 -6.102 2.899  0.43
H 1.684 0.743 -6.165  0.61
H 4.025 -0.778 -0.510  0.26
C 1.434 0.676 -4.039  -0.18
N -2.710 1.791 1.259  -0.21
C 1.396 -0.056 -2.821  0.86
O -2.210 0.947 -1.871  -0.95
C -0.174 -0.558 3.364  0.04
H 3.140 -0.051 0.829  0.18
H 4.275 -2.677 3.406  0.47
O 2.394 -1.061 -7.581  -0.63
S -3.885 2.669 0.392  -0.25
H -0.535 5.655 -2.715  0.51
H 5.515 -3.506 0.735  0.38
H 2.362 -3.014 -4.244  0.71
N 1.683 -2.678 0.497  0.11
H 2.964 -1.509 3.416  0.30
C 3.876 -0.815 0.570  -1.01
C -0.915 4.665 -2.518  -0.96
H 4.344 -4.017 -0.493  0.33
C -3.781 4.246 1.177  0.75
N 1.071 2.091 -3.973  1.07
N 2.400 -1.795 -6.614  1.03
C 0.611 -3.501 0.835  0.80
N -3.157 3.063 3.188  -0.10
C -0.247 -5.307 2.189  -0.90
H -2.975 1.277 5.144  0.52
C -1.530 -5.095 1.700  -0.61
O 2.668 -2.977 -6.634  -0.61
O 1.672 2.800 -3.193  -0.58
H -1.690 -0.444 6.369  0.45
H -2.370 4.681 -4.076  0.59
C -4.040 5.424 0.497  -0.66
H -2.353 -5.711 2.035  0.42
C 1.863 -2.375 -1.804  -0.10
C -1.812 1.040 3.342  0.20
C 1.753 -1.430 -2.942  0.14
C 4.483 -3.826 0.571  -1.08
H 0.136 -1.668 5.171  0.46
C -1.722 -4.124 0.732  -0.98
H 1.218 3.563 -0.270  0.15
Pb -0.597 0.433 -0.115  1.34
C 3.264 -2.486 3.037  -1.08
C 2.086 -1.971 -4.180  -0.58
N 0.685 4.259 -0.766  -0.35
O 1.028 0.539 -1.749  -0.81
N -2.368 2.878 -3.061  0.28
N -0.843 0.383 2.706  0.09
C 1.720 0.142 -5.266  -0.42
H 4.341 -4.768 1.104  0.31
H -4.125 1.770 -3.271  0.32
C -1.820 2.118 -2.067  0.78
H -3.165 5.504 4.256  0.38
H -3.701 7.599 3.067  0.39
H -4.278 5.390 -0.559  0.44
C -3.405 2.282 -3.902  -1.00
C -0.433 -0.888 4.686  -0.74
H 1.202 5.066 -1.075  0.26
N -0.835 2.623 -1.293  0.31
C 2.061 -1.200 -5.322  -0.77
C -2.147 0.776 4.662  -0.67
C -3.420 5.484 3.203  -0.72
H 2.614 -3.241 3.475  0.40
H 4.822 -0.546 1.043  0.49
H 1.818 -4.759 2.092  0.39
H -0.830 -2.628 -0.506  0.53
C -1.441 -0.207 5.343  -0.61
C -2.586 2.016 2.518  0.46
H -4.262 7.549 0.655  0.41
C 0.817 -4.538 1.750  -0.58
H -3.893 3.075 -4.461  0.38
C -0.667 -3.332 0.298  0.04
O 2.306 -3.482 -1.881  -0.56
H 0.594 -1.076 2.804  0.27
O 1.412 -1.843 -0.613  0.64

3.
ORCA calculation (wB97M-V/def2-TZVPD) on a gas-phase ion, C5H9N2 (charge +1).

## Properties
energy = -305.03037 Ha
SMILES = [H]/N=C/[C@H]1C[C@H]1[NH+]=C
Kohn-Sham gap = 8.60 eV
charge = +1
energy relative to the best compared isomer or geometry (same formula, charge and spin) = 524.20 kJ/mol
LUMO = -5.18 eV

Last column: Mulliken charge in e.
Element x y z (Å)
C -0.224 -0.834 0.970  -0.17
H 0.404 1.193 -2.184  0.24
H 0.372 -3.378 -1.173  0.26
N -0.954 1.608 -0.518  -0.01
H 1.405 -0.204 -0.241  0.37
H -0.563 1.178 1.390  0.43
H 1.695 0.367 1.430  0.22
C -0.015 -2.307 0.394  -0.18
H -0.502 -0.722 1.988  0.36
C -0.346 0.735 0.526  -0.36
H 0.053 -2.990 1.125  0.49
N 0.204 -2.444 -0.835  -0.54
H -1.064 2.217 -2.420  0.31
C 0.953 0.076 0.622  -0.61
C -0.564 1.663 -1.728  -0.11
H -1.814 2.131 -0.421  0.31

Which value of energy relative to the best compared isomer or geometry (same formula, charge and spin) does entry 2 give? 112.95 kJ/mol

What is the energy relative to the best compared isomer or geometry (same formula, charge and spin) in the third record? 524.20 kJ/mol

Which of these has the highest LUMO? C25H28N2O5S